{
  "formula": "C24H21ClN3SbSe4Ti",
  "method": "ωB97M-V with the def2-TZVPD basis set",
  "symbols": ["Ti", "C", "C", "C", "C", "C", "C", "N", "C", "C", "C", "C", "C", "N", "C", "C", "C", "C", "C", "C", "N", "H", "H", "H", "H", "H", "H", "H", "H", "H", "H", "H", "H", "H", "H", "H", "Se", "Sb", "Se", "Se", "Se", "Cl", "C", "C", "C", "C", "C", "C", "C", "H", "H", "H", "H", "H", "H"],
  "coordinates": [[0.36348, 0.28956, -0.54598], [1.67347, 2.03773, -3.12232], [0.55362, 2.78665, -2.46945], [0.21021, 4.02887, -2.93191], [-0.82605, 4.75551, -2.28907], [-1.47108, 4.19549, -1.23879], [-1.10924, 2.88958, -0.79322], [-0.07589, 2.19522, -1.41269], [-1.72211, 2.22161, 0.25582], [-2.80005, 2.70119, 1.03847], [-3.29420, 1.97085, 2.07542], [-2.69093, 0.70412, 2.36904], [-1.67023, 0.25446, 1.59821], [-1.18669, 0.94743, 0.51045], [-1.02339, -1.05331, 1.78304], [-1.23124, -1.85528, 2.89233], [-0.61653, -3.09266, 2.94339], [0.13556, -3.51381, 1.86670], [0.30739, -2.67358, 0.76883], [1.05769, -3.21144, -0.40372], [-0.21622, -1.43229, 0.76630], [1.38459, 1.01306, -3.35643], [2.52888, 1.96891, -2.44939], [1.97430, 2.54107, -4.04137], [0.74244, 4.44418, -3.77662], [-1.09530, 5.74678, -2.63567], [-2.26216, 4.72537, -0.72705], [-3.23035, 3.66513, 0.80090], [-4.12235, 2.33410, 2.66944], [-3.05945, 0.10247, 3.18731], [-1.84616, -1.50434, 3.70751], [-0.73440, -3.72793, 3.81275], [0.62710, -4.47682, 1.85374], [0.64285, -4.18763, -0.66175], [2.10054, -3.37129, -0.13053], [1.01022, -2.55580, -1.26404], [4.52319, -3.87509, -2.03875], [5.01094, -2.78603, 0.05688], [2.16764, 1.11832, 1.00620], [2.76998, -0.35467, -0.74533], [4.11686, -4.10155, 1.88043], [-4.25781, -5.34001, -1.22075], [-3.19577, -3.98201, -1.55937], [-2.07117, -4.16786, -2.34046], [-1.24050, -3.08840, -2.60561], [-1.49904, -1.80907, -2.09941], [-0.61514, -0.65231, -2.34105], [-2.65638, -1.66800, -1.31407], [-3.49694, -2.73218, -1.04210], [-1.84117, -5.14931, -2.73488], [-0.35344, -3.24515, -3.20852], [-1.24302, 0.21217, -2.58077], [0.06274, -0.82888, -3.18000], [-2.88033, -0.69352, -0.89251], [-4.37651, -2.59781, -0.42551]],
  "forces_ev_per_angstrom": [[-0.35, 0.51, 0.46], [0.00, -0.01, 0.00], [-0.01, 0.11, -0.07], [0.06, -0.10, -0.02], [-0.09, 0.02, 0.08], [0.05, 0.10, -0.11], [-0.11, -0.08, 0.17], [-0.06, -0.19, 0.03], [0.01, 0.16, -0.15], [-0.04, -0.12, 0.17], [-0.01, 0.14, -0.10], [0.06, 0.00, -0.03], [-0.04, -0.16, 0.13], [0.36, -0.22, -0.30], [0.01, 0.05, -0.02], [0.01, -0.01, 0.01], [0.02, -0.02, -0.04], [-0.01, 0.03, 0.02], [-0.05, 0.00, 0.03], [-0.02, 0.01, 0.05], [-0.07, -0.05, -0.07], [0.00, 0.00, -0.01], [0.00, 0.00, 0.00], [0.00, 0.00, 0.01], [0.00, 0.00, 0.00], [0.00, 0.00, 0.00], [0.00, 0.01, 0.00], [-0.01, 0.01, 0.00], [0.00, 0.00, 0.00], [0.00, 0.00, 0.00], [0.00, 0.00, 0.00], [0.00, 0.00, 0.00], [0.01, 0.00, 0.01], [0.00, 0.00, -0.01], [0.00, -0.02, -0.02], [0.03, 0.01, 0.00], [0.02, -0.03, -0.06], [0.05, 0.00, 0.05], [-0.02, -0.17, -0.26], [0.13, 0.04, 0.08], [-0.02, 0.02, -0.01], [0.01, 0.00, 0.00], [0.00, 0.00, 0.00], [-0.01, -0.02, -0.01], [0.01, 0.03, 0.00], [-0.07, 0.00, 0.04], [0.08, 0.00, -0.06], [0.01, 0.01, -0.01], [-0.01, 0.00, 0.00], [0.00, 0.00, 0.00], [0.00, 0.00, 0.00], [0.07, 0.03, -0.04], [0.02, -0.09, 0.03], [0.00, 0.00, 0.00], [0.00, 0.00, 0.00]],
  "lowdin_charge": [0.4501, -0.0672, -0.3306, -0.0788, -0.1119, -0.0510, -0.2285, -0.0039, -0.2402, -0.0509, -0.1133, -0.0444, -0.2470, -0.0516, -0.2048, -0.0193, -0.0521, -0.0246, -0.2686, -0.1113, 0.0717, 0.0503, 0.0385, 0.0725, 0.0867, 0.0871, 0.0886, 0.0921, 0.0778, 0.0894, 0.0984, 0.1034, 0.1062, 0.0941, -0.0419, 0.0203, -0.4202, 0.0182, 0.0253, -0.0155, -0.3998, 0.5764, -0.6860, -0.1255, -0.0688, -0.3227, -0.2040, -0.0535, -0.1193, 0.0979, 0.1157, 0.0492, 0.0422, 0.1091, 0.0961],
  "fmax_ha_per_bohr": 0.015,
  "total_charge": -2,
  "lumo_ha": [0.1519, 0.1519],
  "gap_ha": [0.1773, 0.1770]
}

=====

{
  "formula": "C24H21ClN4O3S",
  "method": "ωB97M-V with the def2-TZVPD basis set",
  "symbols": ["O", "C", "N", "C", "H", "C", "N", "C", "C", "C", "C", "C", "C", "H", "H", "Cl", "H", "H", "C", "H", "C", "H", "H", "H", "H", "H", "H", "C", "C", "C", "C", "C", "C", "C", "H", "H", "N", "C", "O", "N", "C", "C", "C", "O", "S", "C", "C", "H", "H", "H", "H", "H", "H", "H"],
  "coordinates": [[-1.07614, -4.32162, 1.05411], [-0.92153, -3.46516, 0.20449], [-1.67172, -2.34047, 0.18636], [-1.61129, -1.29944, -0.81750], [-0.57409, -1.09509, -1.08753], [-2.22798, -0.00988, -0.27992], [-3.61638, -0.22057, 0.05619], [-4.52536, 0.80691, 0.06629], [-4.11723, 2.14692, 0.01754], [-5.03924, 3.17384, 0.00843], [-6.39294, 2.88852, 0.05755], [-6.82412, 1.57384, 0.10956], [-5.90239, 0.54714, 0.10865], [-6.26341, -0.46851, 0.12178], [-7.87955, 1.35266, 0.14107], [-7.55006, 4.17858, 0.05314], [-4.70447, 4.19881, -0.02657], [-3.06945, 2.39865, 0.00449], [-3.94903, -1.53976, 0.54917], [-4.32265, -2.18242, -0.26177], [-2.71902, -2.18383, 1.17754], [-2.36074, -1.56590, 2.00950], [-2.95620, -3.17631, 1.56782], [-4.72842, -1.45968, 1.31130], [-2.15978, 0.74972, -1.06244], [-1.64178, 0.33597, 0.58437], [-2.15737, -1.60941, -1.71964], [0.14082, -3.59252, -0.88201], [1.24518, -2.59230, -0.67907], [1.78415, -2.40476, 0.58903], [2.75674, -1.44809, 0.80775], [3.20700, -0.67725, -0.25227], [2.70779, -0.87633, -1.52885], [1.72834, -1.82956, -1.73604], [1.33338, -1.97741, -2.73117], [3.07129, -0.27687, -2.34910], [4.16985, 0.36095, -0.02859], [5.43443, -0.03933, 0.36848], [5.74849, -1.19511, 0.51406], [6.33577, 0.98134, 0.58318], [6.02300, 2.30169, 0.41467], [4.74669, 2.65124, 0.01948], [3.71491, 1.67488, -0.22357], [2.57192, 1.90393, -0.54960], [4.57428, 4.36509, -0.12522], [6.21008, 4.58377, 0.34218], [6.86612, 3.41943, 0.60012], [7.89413, 3.35565, 0.90573], [6.60797, 5.57741, 0.40304], [7.26485, 0.70461, 0.86772], [3.16524, -1.29633, 1.79467], [1.42538, -3.00646, 1.41047], [0.54413, -4.60481, -0.80009], [-0.30957, -3.47638, -1.86900]],
  "forces_ev_per_angstrom": [[0.12, -0.34, 0.24], [0.15, -0.04, -0.37], [-0.27, 0.23, 0.19], [0.07, 0.25, -0.33], [-0.17, 0.02, -0.01], [0.17, 0.00, -0.06], [0.21, -0.17, -0.01], [-0.18, 0.20, -0.05], [0.09, -0.12, -0.02], [-0.21, -0.02, -0.01], [0.10, -0.09, 0.00], [0.05, 0.18, 0.02], [0.08, -0.07, 0.05], [-0.02, -0.12, -0.01], [-0.10, 0.00, 0.00], [-0.14, 0.16, 0.00], [0.01, 0.10, 0.00], [0.12, 0.01, 0.01], [0.00, -0.18, 0.04], [-0.06, -0.04, 0.14], [-0.26, -0.18, 0.21], [-0.08, -0.07, 0.01], [-0.01, 0.20, -0.02], [0.04, -0.04, -0.06], [0.06, -0.05, 0.06], [0.03, 0.06, -0.10], [0.07, 0.10, 0.01], [-0.06, -0.20, 0.17], [0.19, 0.09, -0.08], [-0.03, 0.02, -0.09], [0.04, 0.15, -0.15], [-0.23, -0.30, -0.08], [0.13, -0.01, 0.18], [0.07, -0.09, 0.08], [-0.08, -0.01, -0.09], [0.03, 0.08, -0.06], [-0.40, -0.27, -0.11], [0.54, 0.02, 0.07], [0.02, -0.23, 0.04], [0.32, -0.02, 0.11], [-0.94, 0.26, -0.29], [0.50, 0.42, 0.11], [0.04, 0.25, 0.09], [0.03, 0.14, -0.02], [0.27, -0.35, 0.10], [-0.39, -0.20, -0.10], [0.07, 0.12, 0.01], [0.21, 0.03, 0.06], [0.12, 0.19, 0.02], [-0.21, -0.10, -0.06], [0.05, 0.02, 0.09], [-0.05, -0.07, 0.13], [-0.15, 0.06, -0.03], [0.03, 0.01, -0.03]],
  "lowdin_charge": [0.0568, -0.4705, -0.0393, -0.1131, 0.1108, -0.1377, -0.0992, -0.2270, -0.0234, -0.1099, -0.6933, -0.1104, -0.0253, 0.1013, 0.1045, 0.6458, 0.1048, 0.1007, -0.1375, 0.1332, -0.1116, 0.1379, 0.1264, 0.1242, 0.1275, 0.1367, 0.1389, -0.0469, -0.2387, -0.0023, 0.0188, -0.2012, 0.0087, -0.0370, 0.1181, 0.1258, 0.1192, -0.4616, 0.1060, 0.1806, -0.2748, -0.3829, -0.4266, 0.0914, 1.0885, -0.3865, -0.1046, 0.1109, 0.0689, 0.1700, 0.1257, 0.1237, 0.1342, 0.1215],
  "fmax_ha_per_bohr": 0.020,
  "total_charge": 0,
  "lumo_ha": 0.0025,
  "smiles": "O=C(Cc1ccc(-n2c(=O)[nH]c3ccsc3c2=O)cc1)N1CCN(c2ccc(Cl)cc2)CC1",
  "gap_ha": 0.2831
}